ORCA calculation (ωB97M-V/def2-TZVPD) on a cluster of 7 separate species, C8H28IN8O8 in total at a distorted geometry.

ORCA input file:
```
! wB97M-V def2-TZVPD RIJCOSX def2/J DEFGRID3
* xyz -1 1
I 0.142 -0.298 -0.597
C 0.014 -0.593 3.557
C -0.208 -0.955 4.998
O -1.346 -0.293 5.556
O -1.077 -1.029 2.782
H 0.907 -1.133 3.216
H 0.301 0.463 3.513
H 0.679 -0.655 5.561
H -0.392 -2.018 5.190
H -2.074 -0.489 4.951
H -0.799 -1.360 1.916
C 4.417 -0.186 -1.323
C 3.956 0.073 -2.786
O 2.803 0.869 -2.914
O 3.775 -1.207 -0.577
H 4.237 0.747 -0.774
H 5.502 -0.302 -1.343
H 3.811 -0.933 -3.214
H 4.755 0.475 -3.409
H 2.134 0.559 -2.281
H 2.838 -1.028 -0.751
C 3.153 2.628 1.132
O 4.064 3.260 1.645
N 2.308 3.089 0.162
N 2.929 1.303 1.414
H 1.621 2.538 -0.323
H 2.612 3.919 -0.318
H 2.162 0.778 1.023
H 3.515 0.839 2.082
C -2.061 3.736 -2.550
O -3.250 3.443 -2.512
N -1.002 2.978 -2.163
N -1.677 5.003 -2.999
H -0.137 3.422 -1.928
H -1.207 2.117 -1.664
H -2.317 5.522 -3.569
H -0.689 5.001 -3.171
C -4.705 -0.278 -1.481
O -5.736 0.066 -2.059
N -4.651 -1.367 -0.657
N -3.546 0.432 -1.474
H -5.401 -2.032 -0.639
H -3.779 -1.694 -0.279
H -2.726 0.152 -0.967
H -3.542 1.310 -1.979
C -1.524 -4.278 0.578
O -1.989 -3.576 1.472
N -0.472 -3.900 -0.195
N -1.980 -5.548 0.345
H -0.043 -4.589 -0.778
H -0.051 -3.006 0.029
H -2.712 -5.896 0.931
H -1.543 -6.079 -0.381
*
```

Output
- Kohn-Sham gap: 8.64 eV
- Relative energy (zero: lowest compared OMol25 entry of this formula, charge and spin): 0.000 eV
- Molar mass: 491.3 g/mol
- HOMO energy: -6.22 eV
- DFT total energy: -45158.6745 eV

Table of Mulliken atomic charges, one value per atom, all in e: number 1, I, carries -0.618; number 2, C, carries 0.020; number 3, C, carries -0.629; number 4, O, carries -0.551; number 5, O, carries -0.422; number 6, H, carries 0.245; number 7, H, carries 0.239; number 8, H, carries 0.313; number 9, H, carries 0.311; number 10, H, carries 0.331; number 11, H, carries 0.077; number 12, C, carries -0.224; number 13, C, carries -0.360; number 14, O, carries -0.486; number 15, O, carries -0.480; number 16, H, carries 0.082; number 17, H, carries 0.382; number 18, H, carries 0.230; number 19, H, carries 0.384; number 20, H, carries 0.229; number 21, H, carries 0.185; number 22, C, carries 0.567; number 23, O, carries -0.690; number 24, N, carries -0.270; number 25, N, carries -0.080; number 26, H, carries 0.160; number 27, H, carries 0.193; number 28, H, carries -0.031; number 29, H, carries 0.153; number 30, C, carries 0.552; number 31, O, carries -0.654; number 32, N, carries -0.182; number 33, N, carries -0.482; number 34, H, carries 0.239; number 35, H, carries 0.011; number 36, H, carries 0.246; number 37, H, carries 0.170; number 38, C, carries 0.489; number 39, O, carries -0.703; number 40, N, carries -0.330; number 41, N, carries -0.086; number 42, H, carries 0.206; number 43, H, carries 0.183; number 44, H, carries -0.017; number 45, H, carries 0.142; number 46, C, carries 0.710; number 47, O, carries -0.607; number 48, N, carries -0.234; number 49, N, carries -0.446; number 50, H, carries 0.150; number 51, H, carries 0.018; number 52, H, carries 0.231; number 53, H, carries 0.134